Record 1
DFT (ωB97M-V with the def2-TZVPD basis set) results for a structure of composition C5H15N2S.

XYZ file:
```
23
Properties=species:S:1:pos:R:3
N -0.877 1.668 0.091
C 0.632 1.417 0.578
C 1.681 0.969 -0.438
S 0.851 -0.189 -1.541
C 0.483 0.365 1.747
N -0.072 -0.978 1.634
C -1.349 -1.005 1.005
C 0.775 -2.111 1.292
H -0.935 1.257 -0.861
H -0.905 2.669 -0.176
H -2.198 0.435 -7.018
H 0.971 2.386 0.942
H 2.343 0.287 0.099
H 2.187 1.678 -1.042
H -2.623 -0.160 -6.732
H 1.449 0.344 2.208
H -0.225 0.856 2.388
H -1.326 -0.507 -0.068
H -1.739 -2.008 0.883
H -1.990 -0.296 1.563
H 0.159 -2.926 1.632
H 0.966 -2.088 0.101
H 1.745 -2.065 1.713
```

The value obtained for the strongest force on any atom is 3.7 eV/A. Its total energy is -707.0419 Ha. The calculation puts the highest occupied orbital energy (alpha / beta) at -0.29215 / -0.29123 Ha. The energy above the lowest of the compared OMol25 structures with the same formula, charge and spin is 2.567 eV. Its spin multiplicity is 2. The expectation value of S² is 0.75.

These are the Mulliken partial charges, in e, on atoms 1 to 6: atom 1 (N): -0.649, atom 2 (C): 0.025, atom 3 (C): -0.611, atom 4 (S): -0.178, atom 5 (C): -1.428, atom 6 (N): 0.083

Record 2
DFT (ωB97M-V with the def2-TZVPD basis set) results for the molecule C10H21N5O4.

XYZ file:
```
40
Properties=species:S:1:pos:R:3
C 0.539 -0.386 -1.139
C -1.016 -0.592 -1.384
C 0.883 -1.397 -0.091
C 2.439 -1.484 0.009
C 3.035 -0.585 1.151
C 4.531 0.995 0.097
C -3.121 0.394 -0.623
C -3.561 1.768 -0.199
C -3.753 -0.749 0.286
C -3.742 -0.502 1.806
H 1.841 1.096 -0.736
H 0.819 1.593 -1.821
H 1.052 -0.624 -2.155
H 0.274 -2.337 -0.146
H 0.459 -0.963 0.839
H 2.597 -2.639 0.223
H 2.924 -1.176 -0.852
H 3.044 -1.179 2.083
H 2.293 0.154 1.354
H 5.192 -0.480 1.316
H 2.892 1.991 0.313
H 6.228 0.193 -0.694
H 5.862 1.835 -1.035
H -1.252 1.212 -0.502
H -3.464 0.195 -1.668
H -3.310 -1.601 -0.088
H -5.759 -1.291 0.380
H -4.251 -1.368 2.305
H -2.721 -0.367 2.277
H -4.460 0.357 2.128
H -5.218 1.033 -0.335
N 0.835 1.069 -0.864
N 4.331 0.030 0.996
N 3.682 1.885 -0.426
N 5.879 1.091 -0.327
N -1.705 0.313 -0.602
O -1.499 -1.476 -2.090
O -2.757 2.617 0.205
O -5.193 -0.582 0.037
O -4.850 1.957 -0.027
```

The value obtained for the strongest force on any atom is 5.1 eV/A. Its total energy is -968.3564 Ha. The calculation puts the highest occupied orbital energy at -0.33188 Ha. The energy above the lowest of the compared OMol25 structures with the same formula, charge and spin is 2.930 eV. Its SMILES is [H]/N=C(/N)NCCC[C@H](N)C(=O)N[C@H](C(=O)O)[C@@H](C)O.

These are the Mulliken partial charges, in e, on atoms 1 to 6: atom 1 (C): 0.544, atom 2 (C): -0.059, atom 3 (C): -0.987, atom 4 (C): -0.741, atom 5 (C): -0.914, atom 6 (C): 0.566

Record 3
DFT (ωB97M-V with the def2-TZVPD basis set) results for a structure of composition C38H29N3O5P2S2Ti.

XYZ file:
```
80
Properties=species:S:1:pos:R:3
Ti 0.071 -0.677 1.488
O 4.724 -4.605 2.455
C 3.761 -3.720 2.149
C 4.021 -2.356 1.980
C 2.953 -1.545 1.682
N 1.728 -2.023 1.570
C 1.477 -3.317 1.684
C 2.466 -4.219 1.986
C 0.015 -3.588 1.408
O -0.454 -4.691 1.387
O -0.627 -2.454 1.170
C 2.952 -0.055 1.413
O 3.953 0.605 1.330
O 1.718 0.377 1.229
H 5.572 -4.160 2.563
H 5.014 -1.934 2.072
H 2.251 -5.274 2.087
S 0.465 -0.703 3.829
C -1.128 -0.076 4.085
S -2.042 -0.133 2.626
C -1.582 0.428 5.264
C -2.896 0.983 5.346
N -3.949 1.447 5.380
C -0.744 0.463 6.421
N -0.067 0.498 7.350
C -2.872 1.070 -1.199
C -2.234 -0.330 -1.238
P -0.809 -0.295 -2.425
C 0.129 -1.815 -2.012
C -0.464 -3.076 -1.903
C 0.307 -4.198 -1.668
C 1.691 -4.081 -1.542
C 2.294 -2.841 -1.645
C 1.511 -1.711 -1.876
C -1.641 -0.855 -3.962
C -0.858 -1.437 -4.960
C -1.417 -1.808 -6.172
C -2.767 -1.591 -6.415
C -3.551 -1.004 -5.435
C -2.992 -0.638 -4.216
C -2.398 1.929 -0.012
P -0.653 1.719 0.511
C 0.318 2.659 -0.717
C -0.108 3.946 -1.050
C 0.607 4.707 -1.959
C 1.766 4.197 -2.529
C 2.212 2.933 -2.179
C 1.489 2.168 -1.275
C -0.475 2.782 1.985
C -1.562 3.165 2.768
C -1.366 3.936 3.905
C -0.086 4.318 4.275
C 1.000 3.944 3.495
C 0.810 3.186 2.351
H -3.957 0.970 -1.126
H -2.669 1.616 -2.123
H -2.943 -1.125 -1.466
H -1.845 -0.529 -0.239
H -1.538 -3.178 -2.008
H -0.166 -5.166 -1.569
H 2.291 -4.966 -1.364
H 3.369 -2.743 -1.558
H 1.989 -0.745 -1.989
H 0.196 -1.617 -4.783
H -0.795 -2.270 -6.929
H -3.204 -1.880 -7.362
H -4.605 -0.831 -5.613
H -3.630 -0.186 -3.467
H -2.999 1.698 0.868
H -2.543 2.987 -0.231
H -0.989 4.368 -0.580
H 0.267 5.703 -2.214
H 2.328 4.795 -3.236
H 3.126 2.541 -2.606
H 1.845 1.191 -0.985
H -2.569 2.852 2.524
H -2.220 4.218 4.507
H 0.067 4.905 5.172
H 2.002 4.239 3.778
H 1.662 2.905 1.746
```

The value obtained for the strongest force on any atom is 0.6 eV/A. Its total energy is -4334.6582 Ha. The calculation puts the highest occupied orbital energy at -0.31263 Ha. The energy above the lowest of the compared OMol25 structures with the same formula, charge and spin is 0.845 eV.

These are the Mulliken partial charges, in e, on atoms 1 to 6: atom 1 (Ti): -0.358, atom 2 (O): -0.547, atom 3 (C): 0.876, atom 4 (C): -0.598, atom 5 (C): -0.263, atom 6 (N): 0.808